[1]
21
Properties=species:S:1:pos:R:3:forces:R:3 method="wB97M-V/def2-TZVPD" fmax_ev_per_a=11.598 multiplicity=8 e_above_lowest_kcal_mol=157.9 energy_ha=-1449.14405 charge=+1 s2=15.854 homo_lumo_gap_ev="6.5 / 7.0"
O 1.570870 -6.774565 -2.425450 0.820 3.505 1.224
C 1.823369 -5.711075 -2.052261 -0.809 -3.439 -1.200
Eu 1.043608 -1.372620 -1.000349 3.368 -6.813 1.559
C 1.673632 0.444508 -0.422658 3.542 10.261 1.842
O 2.069394 1.423333 0.046215 -0.426 -1.997 -0.635
C -1.087804 -0.532424 -1.428793 -3.486 0.694 -1.948
O -2.150851 -0.157231 -1.568830 1.435 -0.555 0.157
C 0.150082 -2.077781 0.776047 -4.530 -4.767 8.047
O -0.281064 -2.467320 1.770976 1.329 1.142 -2.703
C 1.183608 -0.900932 -3.017348 0.270 1.610 -11.482
O 1.377815 -0.822061 -4.170431 -0.613 -0.200 4.623
H -0.048962 -2.834797 -1.709270 -0.878 -0.162 -0.528
C -0.608347 3.386991 1.559373 0.093 0.859 -0.019
C -1.158434 2.110248 2.159142 0.339 -0.498 -0.758
C -0.793763 1.000504 1.301338 1.442 -2.734 -2.023
N -0.386698 0.149205 0.597201 -1.136 3.061 2.871
H 0.478627 3.350836 1.464908 -0.114 0.001 0.043
H -0.869316 4.219690 2.222307 0.096 -0.143 -0.212
H -1.036827 3.582285 0.573973 0.024 -0.010 0.128
H -0.722753 1.887390 3.115195 0.026 -0.009 0.679
H -2.226186 2.095816 2.208715 -0.792 0.194 0.336



[2]
57
Properties=species:S:1:pos:R:3:forces:R:3 method="wB97M-V/def2-TZVPD" fmax_ev_per_a=2.431 multiplicity=2 e_above_lowest_kcal_mol=95.9 energy_ha=-5139.76674 s2=0.806 homo_lumo_gap_ev="5.9 / 6.5"
Ru -0.792847 0.290389 0.461118 -1.253 1.699 -0.122
S -1.144147 0.311389 3.006418 0.273 0.251 -1.818
C -2.484247 -0.756611 2.736418 -0.317 -0.484 0.867
S -3.252047 -0.667711 1.201418 1.980 0.590 -0.554
C -2.867047 -1.669411 3.703018 0.364 0.796 -0.777
C -3.876347 -2.617911 3.483018 -0.456 -0.276 -0.207
N -4.684547 -3.416611 3.314518 -0.302 -0.281 -0.112
C -2.184347 -1.744811 4.925918 0.397 0.013 0.580
N -1.605747 -1.823711 5.915718 0.160 -0.001 0.306
C 3.928053 0.421789 -0.312282 -0.269 -0.222 0.090
C 2.546953 0.979789 -0.026382 0.356 0.407 -0.125
O 1.641553 0.169889 0.206418 -0.816 -0.613 0.252
C 2.388653 2.411389 -0.082482 -0.903 0.110 0.193
C 3.457753 3.263089 -0.407582 0.039 0.344 -0.161
C 3.294153 4.617389 -0.546482 0.488 -0.122 -0.053
C 2.036253 5.200389 -0.349582 -0.079 -0.268 0.022
C 0.977653 4.418489 0.001518 -0.168 -0.107 0.047
C 1.099953 3.001989 0.164318 1.145 0.108 -0.313
O 0.069953 2.364589 0.519918 -1.836 -1.411 0.742
H 3.888253 -0.658811 -0.211382 0.030 -0.067 0.014
H 4.657653 0.824589 0.387518 0.053 0.007 -0.006
H 4.235053 0.682389 -1.324482 0.051 0.018 -0.013
H 4.436853 2.845289 -0.573582 0.144 -0.043 -0.028
H 4.135153 5.237489 -0.810582 0.136 0.048 -0.030
H 1.911353 6.265789 -0.486382 -0.042 0.055 0.048
H -0.002947 4.836689 0.171318 -0.109 0.046 0.019
Br -5.845547 4.794089 -1.279982 0.216 -0.249 0.042
C -4.457547 3.541189 -0.959182 -0.018 0.083 -0.021
C -4.086947 2.638489 -1.943282 -0.041 0.070 0.115
C -3.052847 1.759189 -1.663082 -0.003 -0.152 -0.342
N -2.408347 1.758789 -0.507182 0.959 -1.000 0.629
C -2.779647 2.616789 0.437218 0.033 0.362 0.361
C -3.798947 3.534089 0.260518 -0.072 -0.073 -0.200
H -4.591547 2.611289 -2.895582 0.015 -0.013 -0.071
H -2.729947 1.029389 -2.394582 -0.028 0.003 -0.029
H -2.230447 2.576289 1.370618 -0.053 -0.026 -0.074
H -4.075747 4.207289 1.056718 0.026 0.028 0.023
C 2.636653 -3.682811 -1.371782 0.181 -0.293 0.074
N 1.438853 -3.014511 -1.836782 -0.468 0.101 0.391
C 1.534753 -2.446811 -3.159082 -0.112 0.214 -0.431
C 0.439353 -2.637811 -1.018782 0.322 -0.583 0.539
S -0.616547 -1.393011 -1.503782 -0.695 1.236 0.381
N 0.249753 -3.330911 0.124218 0.319 0.179 -0.478
C -0.534747 -2.782111 1.202418 -0.221 0.554 0.183
C 0.413353 -4.770211 0.191118 0.189 -0.302 -0.013
H 3.505253 -3.110611 -1.699482 -0.007 0.037 -0.018
H 2.706653 -4.687011 -1.795282 0.081 -0.013 0.055
H 2.661753 -3.749311 -0.288782 -0.049 0.073 -0.015
H 2.147453 -3.100411 -3.775882 0.037 -0.022 -0.010
H 1.977953 -1.447611 -3.122882 0.012 -0.030 -0.045
H 0.541053 -2.366611 -3.596182 0.155 -0.005 -0.086
H -0.226147 -1.728411 1.363918 -0.190 -0.820 0.224
H -0.324047 -3.341611 2.113618 0.085 0.080 -0.017
H -1.611747 -2.827711 0.992918 0.229 0.037 0.037
H 0.581253 -5.180211 -0.799682 0.072 -0.038 -0.042
H -0.510347 -5.205211 0.577318 0.022 0.045 0.014
H 1.236053 -5.051211 0.853318 -0.063 -0.080 -0.035



What did the first record say?
21
Properties=species:S:1:pos:R:3:forces:R:3 method="wB97M-V/def2-TZVPD" fmax_ev_per_a=11.598 multiplicity=8 e_above_lowest_kcal_mol=157.9 energy_ha=-1449.14405 charge=+1 s2=15.854 homo_lumo_gap_ev="6.5 / 7.0"
O 1.570870 -6.774565 -2.425450 0.820 3.505 1.224
C 1.823369 -5.711075 -2.052261 -0.809 -3.439 -1.200
Eu 1.043608 -1.372620 -1.000349 3.368 -6.813 1.559
C 1.673632 0.444508 -0.422658 3.542 10.261 1.842
O 2.069394 1.423333 0.046215 -0.426 -1.997 -0.635
C -1.087804 -0.532424 -1.428793 -3.486 0.694 -1.948
O -2.150851 -0.157231 -1.568830 1.435 -0.555 0.157
C 0.150082 -2.077781 0.776047 -4.530 -4.767 8.047
O -0.281064 -2.467320 1.770976 1.329 1.142 -2.703
C 1.183608 -0.900932 -3.017348 0.270 1.610 -11.482
O 1.377815 -0.822061 -4.170431 -0.613 -0.200 4.623
H -0.048962 -2.834797 -1.709270 -0.878 -0.162 -0.528
C -0.608347 3.386991 1.559373 0.093 0.859 -0.019
C -1.158434 2.110248 2.159142 0.339 -0.498 -0.758
C -0.793763 1.000504 1.301338 1.442 -2.734 -2.023
N -0.386698 0.149205 0.597201 -1.136 3.061 2.871
H 0.478627 3.350836 1.464908 -0.114 0.001 0.043
H -0.869316 4.219690 2.222307 0.096 -0.143 -0.212
H -1.036827 3.582285 0.573973 0.024 -0.010 0.128
H -0.722753 1.887390 3.115195 0.026 -0.009 0.679
H -2.226186 2.095816 2.208715 -0.792 0.194 0.336